# 1
One molecule with the formula C22H32N4O4S. Source: OMol25; level of theory: the ωB97M-V functional and the def2-TZVPD basis.

Properties
* gap between HOMO and LUMO: 8.11 eV
* energy relative to the best compared isomer or geometry (same formula, charge and spin): 166.59 kJ/mol
* calculated total energy: -48319.3857 eV
* SMILES string: COCCCNC(=S)N(CCCN(C)C)Cc1cc2cc3c(cc2[nH]c1=O)OCCO3
* molar mass: 448.59 g mol⁻¹

ORCA input file:
```
! wB97M-V def2-TZVPD RIJCOSX def2/J DEFGRID3
* xyz 0 1
C 1.5145 1.5242 7.2171
O 1.3721 0.7215 6.0771
C 0.0291 0.5961 5.6558
C -0.0151 -0.2548 4.3951
C 0.6514 0.4680 3.2199
N 0.7509 -0.3393 2.0289
C -0.3038 -0.5277 1.2087
S -1.7910 0.1480 1.5344
N -0.0919 -1.2690 0.0925
C 1.2301 -1.5062 -0.4467
C 1.7057 -2.9573 -0.3134
C 1.7079 -3.4812 1.1207
N 2.4472 -2.6439 2.0613
C 2.2942 -3.1550 3.4127
C 3.8556 -2.5271 1.7286
C -1.1983 -1.6705 -0.7548
C -1.3172 -0.8304 -1.9986
C -1.7813 0.4399 -1.9728
C -1.8849 1.2253 -3.1582
C -2.3837 2.5302 -3.1659
C -2.4769 3.2464 -4.3407
C -2.0392 2.6678 -5.5484
C -1.5627 1.3687 -5.5595
C -1.4879 0.6393 -4.3772
N -1.0161 -0.6457 -4.3638
C -0.8833 -1.4442 -3.2490
O -0.4228 -2.5708 -3.3578
O -2.0647 3.3517 -6.7308
C -2.2691 4.7410 -6.5820
C -3.3785 5.0038 -5.5664
O -3.0011 4.5137 -4.2998
H 0.9626 1.1081 8.0701
H 1.1545 2.5448 7.0340
H 2.5769 1.5514 7.4521
H -0.5673 0.1242 6.4527
H -0.3972 1.5915 5.4575
H -1.0537 -0.4688 4.1420
H 0.5055 -1.1924 4.5899
H 0.0678 1.3603 2.9761
H 1.6616 0.7655 3.5081
H 1.4750 -1.0656 2.0375
H 1.2040 -1.2626 -1.5144
H 1.9344 -0.8264 0.0350
H 1.0516 -3.5998 -0.9044
H 2.7023 -3.0284 -0.7505
H 2.1048 -4.5110 1.1173
H 0.6746 -3.5220 1.4774
H 2.7566 -4.1446 3.5386
H 1.2348 -3.2391 3.6504
H 2.7586 -2.4615 4.1129
H 3.9732 -2.0335 0.7669
H 4.3454 -1.9183 2.4874
H 4.3566 -3.5050 1.6883
H -1.0453 -2.7108 -1.0558
H -2.1124 -1.5848 -0.1620
H -2.0933 0.8755 -1.0342
H -2.7104 2.9898 -2.2472
H -1.2475 0.9421 -6.4987
H -0.7275 -1.0625 -5.2412
H -2.5330 5.1213 -7.5697
H -1.3418 5.2187 -6.2376
H -3.5592 6.0724 -5.4436
H -4.3009 4.5092 -5.9016
*
```

---

# 2
C22H32NO5RuS3 as an isolated structure. Source: OMol25; level of theory: the ωB97M-V functional and the def2-TZVPD basis.

Properties
* gap between HOMO and LUMO (alpha / beta): 5.21 / 6.02 eV
* energy relative to the best compared isomer or geometry (same formula, charge and spin): 263.45 kJ/mol
* calculated total energy: -70130.9148 eV
* molar mass: 587.77 g mol⁻¹

ORCA input file:
```
! wB97M-V def2-TZVPD RIJCOSX def2/J DEFGRID3
* xyz 2 2
Ru 0.3884 0.8567 0.1938
C -2.3782 2.2596 1.4183
O -1.8587 1.9750 0.1198
C -1.7457 3.1103 -0.7222
C -0.5243 3.9660 -0.3910
O 0.6227 3.1558 -0.6117
C 1.8353 3.7659 -0.1889
C 2.9845 2.8200 -0.5354
O 2.8592 1.5578 0.1032
C 3.5717 1.4714 1.3349
H -3.2833 2.8709 1.3433
H -2.6324 1.2970 1.8614
H -1.6452 2.7678 2.0546
H -1.6363 2.7064 -1.7345
H -2.6555 3.7178 -0.6613
H -0.4912 4.8371 -1.0579
H -0.5541 4.3152 0.6493
H 1.9692 4.7168 -0.7228
H 1.7976 3.9522 0.8932
H 2.9786 2.6162 -1.6109
H 3.9316 3.2968 -0.2641
H 4.6284 1.7096 1.1790
H 3.1643 2.1485 2.0920
H 3.4881 0.4393 1.6758
O 1.3086 1.2983 4.3559
C 0.8245 1.0775 3.2764
O 0.7774 1.7864 2.2421
C 0.0950 -0.3080 3.0911
C 0.0129 -1.2051 4.1629
C -0.7392 -2.3415 3.9972
C -1.4691 -2.5266 2.8049
C -2.3939 -3.5726 2.6081
C -3.1709 -3.6122 1.4819
C -3.0410 -2.6289 0.4856
C -2.1073 -1.6353 0.6104
C -1.3211 -1.5529 1.7746
N -0.4807 -0.5072 1.9359
H 0.5372 -0.9631 5.0738
H -0.8083 -3.0734 4.7894
H -2.4962 -4.3172 3.3821
H -3.9091 -4.3896 1.3724
H -3.6964 -2.6548 -0.3711
H -2.0079 -0.8371 -0.1196
C -1.1611 -2.5908 -3.3467
C -1.4026 -1.0974 -3.5105
S -0.6547 0.0775 -2.3067
C 1.0155 0.4776 -2.9362
C 2.1344 -0.4642 -2.5121
S 2.0416 -1.0962 -0.7946
C 0.9214 -2.5608 -0.8962
C 1.1866 -3.5521 -2.0112
S 0.5674 -3.0818 -3.6646
H -1.7371 -3.1072 -4.1191
H -1.4788 -2.9642 -2.3742
H -2.4710 -0.9084 -3.3955
H -1.0884 -0.7565 -4.4956
H 1.1763 1.4784 -2.5223
H 0.9723 0.5500 -4.0234
H 3.0884 0.0641 -2.5378
H 2.2116 -1.3290 -3.1679
H -0.1118 -2.2140 -0.9094
H 1.1019 -3.0576 0.0581
H 0.7046 -4.5004 -1.7648
H 2.2546 -3.7336 -2.1408
*
```

---

# 3
One molecule with the formula C22H32O2. Source: OMol25; level of theory: the ωB97M-V functional and the def2-TZVPD basis.

Properties
* gap between HOMO and LUMO: 9.97 eV
* energy relative to the best compared isomer or geometry (same formula, charge and spin): 128.90 kJ/mol
* calculated total energy: -27425.9186 eV
* SMILES string: CC/C=C/C/C=C/C/C=C\C/C=C\C/C=C/C/C=C/CCC(=O)O
* molar mass: 328.50 g mol⁻¹

ORCA input file:
```
! wB97M-V def2-TZVPD RIJCOSX def2/J DEFGRID3
* xyz 0 1
C 4.2852 3.9827 -1.3533
C 3.2921 2.8655 -1.6642
C 3.3106 1.8058 -0.6089
C 2.2360 1.3113 -0.0117
C 2.2476 0.2269 1.0260
C 1.5263 0.6783 2.2605
C 0.4001 0.1421 2.6978
C -0.3579 0.6053 3.9069
C -1.6663 1.2078 3.4790
C -2.8692 0.6652 3.5850
C -3.2112 -0.6803 4.1626
C -4.2749 -1.3399 3.3323
C -4.0708 -2.0739 2.2488
C -2.7421 -2.3848 1.6213
C -2.4770 -1.3802 0.5367
C -2.5663 -1.6376 -0.7567
C -2.3639 -0.6194 -1.8401
C -1.5392 -1.1632 -2.9654
C -0.3936 -0.6491 -3.3778
C 0.4202 -1.1865 -4.5139
C 1.7489 -1.7818 -4.0161
C 2.5456 -0.7147 -3.3081
O 2.9586 0.2953 -3.8150
O 2.7326 -1.0050 -2.0206
H 5.2968 3.5876 -1.2864
H 4.2633 4.7378 -2.1352
H 4.0386 4.4586 -0.4062
H 2.2849 3.2768 -1.7548
H 3.5528 2.4102 -2.6248
H 4.2965 1.4406 -0.3394
H 1.2532 1.6869 -0.2673
H 3.2802 -0.0341 1.2749
H 1.7505 -0.6607 0.6234
H 1.9808 1.5082 2.7869
H -0.0508 -0.6788 2.1551
H 0.2260 1.3606 4.4380
H -0.5239 -0.2366 4.5812
H -1.5714 2.1826 3.0169
H -3.7269 1.2233 3.2298
H -2.3236 -1.3102 4.2165
H -3.5896 -0.5393 5.1802
H -5.2923 -1.1554 3.6525
H -4.9243 -2.4671 1.7121
H -1.9471 -2.3341 2.3673
H -2.7636 -3.3909 1.1975
H -2.2525 -0.3795 0.8828
H -2.8094 -2.6364 -1.0974
H -3.3490 -0.3449 -2.2385
H -1.9035 0.2799 -1.4281
H -1.9471 -2.0378 -3.4576
H 0.0201 0.2205 -2.8833
H 0.6492 -0.3752 -5.2091
H -0.1380 -1.9586 -5.0458
H 2.3252 -2.1415 -4.8699
H 1.5642 -2.6021 -3.3233
H 3.1593 -0.2600 -1.5527
*
```

---

# 4
A 4-piece molecular cluster, C22H33BN4O7 overall. Source: OMol25; level of theory: the ωB97M-V functional and the def2-TZVPD basis.

Properties
* gap between HOMO and LUMO: 6.24 eV
* calculated total energy: -44311.8426 eV
* SMILES string: C=CC(=O)OCCCCCCNC(=O)OOB(O)O.c1cc[nH]c1.c1cc[nH]c1.c1cc[nH]c1
* molar mass: 476.34 g mol⁻¹

ORCA input file:
```
! wB97M-V def2-TZVPD RIJCOSX def2/J DEFGRID3
* xyz 0 1
C 6.9510 -1.2057 -0.4591
C 7.0578 -0.9192 -1.8711
C 5.9660 -0.2216 -2.7615
O 6.0270 -0.4575 -4.0000
O 4.9618 0.6598 -2.2908
C 3.6263 0.1250 -2.5040
C 2.6792 0.8538 -1.4088
C 1.9521 2.1610 -1.9730
C 0.8204 1.8529 -3.0901
C -0.6614 2.2385 -2.6320
C -1.5066 0.9799 -2.0530
N -1.5701 0.9640 -0.5576
C -2.4079 -0.1055 -0.0327
O -1.8391 -1.1515 0.3887
O -3.8222 -0.0636 0.1046
O -4.4449 0.3627 -1.0410
B -4.9021 -0.7487 -1.8326
O -5.8711 -0.4649 -2.8753
O -4.4434 -2.1003 -1.6861
H 6.6289 -2.2305 -0.0664
H 7.2463 -0.4083 0.3175
H 8.0443 -1.1836 -2.3924
H 3.2408 0.2764 -3.5643
H 3.6140 -0.9915 -2.2817
H 3.3832 1.1681 -0.5613
H 1.8994 0.1531 -0.9666
H 1.5554 2.8141 -1.1148
H 2.7564 2.8018 -2.4937
H 0.9475 0.7649 -3.4101
H 1.0905 2.4838 -4.0125
H -0.6986 3.1409 -1.9208
H -1.2201 2.5676 -3.5847
H -2.5683 1.1179 -2.4744
H -1.1259 -0.0196 -2.4484
H -0.6106 0.7103 -0.2504
H -5.7437 -1.1195 -3.5988
H -4.6817 -2.6192 -2.4873
C -2.8788 -5.7058 -0.2855
C -2.0332 -4.7146 -0.8429
C -1.4946 -5.2364 -1.9935
N -1.9805 -6.5080 -2.1486
C -2.8292 -6.7999 -1.1144
H -3.4601 -5.6270 0.6210
H -1.8407 -3.7283 -0.4464
H -0.8087 -4.8149 -2.7125
H -1.7502 -7.1303 -2.9051
H -3.3217 -7.7585 -1.0570
C 0.8222 -0.1757 4.6400
C -0.3395 0.5876 4.9117
C -1.2870 0.2360 3.9804
N -0.7382 -0.7077 3.1543
C 0.5448 -0.9686 3.5520
H 1.7568 -0.1495 5.1802
H -0.4689 1.3134 5.7010
H -2.3013 0.5761 3.8344
H -1.2077 -1.1438 2.3735
H 1.1492 -1.6928 3.0275
C -1.5928 5.3801 4.8995
C -0.2557 5.7808 4.6580
C 0.3181 4.8266 3.8540
N -0.6215 3.8628 3.6052
C -1.7907 4.1948 4.2343
H -2.3292 5.9012 5.4930
H 0.2326 6.6691 5.0304
H 1.3118 4.7500 3.4398
H -0.4756 3.0377 3.0462
H -2.6601 3.5601 4.1560
*
```

---

# 5
C22H33Cl3HgNOSi as an isolated structure. Source: OMol25; level of theory: the ωB97M-V functional and the def2-TZVPD basis.

Properties
* gap between HOMO and LUMO (alpha / beta): 3.21 / 5.21 eV
* energy relative to the best compared isomer or geometry (same formula, charge and spin): 0.00 kJ/mol
* calculated total energy: -76508.1142 eV
* molar mass: 662.55 g mol⁻¹

ORCA input file:
```
! wB97M-V def2-TZVPD RIJCOSX def2/J DEFGRID3
* xyz -2 2
Hg 1.3463 0.7971 0.8282
Cl 3.6711 -4.0697 0.8431
C 3.7028 -2.9224 -0.4887
C 4.4391 -3.2474 -1.6147
C 4.4673 -2.3628 -2.6731
Cl 5.4212 -2.8117 -4.0940
C 3.7726 -1.1390 -2.6597
C 3.7775 -0.2010 -3.7354
C 3.0448 0.9919 -3.5777
C 2.3471 1.2186 -2.4183
N 2.3047 0.3462 -1.3821
C 3.0216 -0.8297 -1.4893
C 2.9693 -1.7212 -0.3496
O 2.2843 -1.4528 0.7102
H 4.9818 -4.1819 -1.6623
H 4.3368 -0.4085 -4.6356
H 3.0222 1.7388 -4.3647
H 1.7790 2.1372 -2.2877
Cl 3.1097 2.2516 3.3552
C 3.1181 1.8653 1.5501
H 4.0289 1.2894 1.3997
H 3.2511 2.8398 1.0819
C -1.6063 1.1926 -1.9881
C -1.9101 1.6276 -0.5477
C -1.2743 3.0181 -0.3935
C -3.4307 1.7736 -0.4122
Si -1.0706 0.3664 0.6994
C -1.4448 -1.4627 0.1264
C -2.8949 -1.7370 -0.2977
C -0.5281 -1.8633 -1.0419
C -1.0757 -2.4213 1.2692
C -1.8144 0.6509 2.4992
C -3.2360 0.1220 2.7209
C -1.8090 2.1477 2.8381
C -0.8875 -0.0004 3.5384
H -1.8992 1.9943 -2.6804
H -2.1626 0.2986 -2.2714
H -0.5422 0.9934 -2.1359
H -1.7175 3.7070 -1.1266
H -0.1998 2.9740 -0.5827
H -1.4164 3.4491 0.5974
H -3.8137 2.4361 -1.2018
H -3.7189 2.2114 0.5448
H -3.9455 0.8155 -0.5073
H -3.1663 -1.1782 -1.1963
H -3.6217 -1.4941 0.4792
H -3.0077 -2.8036 -0.5366
H -0.7065 -1.2943 -1.9510
H -0.7030 -2.9230 -1.2752
H 0.5183 -1.7541 -0.7663
H -1.7406 -2.3297 2.1312
H -0.0397 -2.2690 1.5841
H -1.1513 -3.4544 0.9051
H -3.9477 0.5433 2.0074
H -3.5804 0.3882 3.7309
H -3.2815 -0.9648 2.6384
H -2.5285 2.7172 2.2485
H -0.8171 2.5810 2.6822
H -2.0693 2.2838 3.8968
H -0.7933 -1.0775 3.4091
H -1.2805 0.1862 4.5480
H 0.1177 0.4214 3.4825
*
```

---

# 6
C22H33CrNO3P2 as an isolated structure. Source: OMol25; level of theory: the ωB97M-V functional and the def2-TZVPD basis.

Properties
* gap between HOMO and LUMO (alpha / beta): 6.26 / 6.68 eV
* calculated total energy: -77967.1278 eV
* molar mass: 473.45 g mol⁻¹

ORCA input file:
```
! wB97M-V def2-TZVPD RIJCOSX def2/J DEFGRID3
* xyz 2 5
C 5.5022 0.9101 -4.2177
C 6.7186 0.0893 -3.8840
H 5.7871 1.9674 -4.2482
H 5.1971 0.6549 -5.2457
C 6.6556 -0.9672 -3.0555
C 5.3748 -1.3327 -2.3478
H 5.4594 -0.9283 -1.3189
H 5.3203 -2.4271 -2.2394
C 7.9833 0.4804 -4.5850
H 7.7987 1.3668 -5.2072
H 8.3315 -0.3268 -5.2475
H 8.8190 0.7098 -3.9046
C 7.8678 -1.7636 -2.6977
H 8.5994 -1.1427 -2.1536
H 8.3780 -2.2017 -3.5694
H 7.5935 -2.5914 -2.0395
Cr 1.1927 -0.5968 0.2107
O 2.4716 -0.2658 -1.3393
C 2.9524 -1.0745 -2.1598
O 1.1198 -2.4990 -0.3767
C 1.4940 -2.9461 -1.4878
O 1.0595 -4.0828 -1.9630
N 2.4087 -2.3426 -2.3339
C 1.7671 -4.3707 -3.2335
C 2.7040 -3.2276 -3.4859
H 1.0096 -4.4635 -4.0180
H 2.2997 -5.3166 -3.0950
H 2.4961 -2.7185 -4.4347
H 3.7579 -3.5343 -3.4659
C 4.1585 -0.7869 -3.0032
C 4.3535 0.7065 -3.2883
H 4.0000 -1.3105 -3.9614
H 4.5359 1.2173 -2.3360
H 3.4386 1.1226 -3.7231
C -0.9187 0.7270 -1.9676
P -1.0566 0.0230 -0.3067
C -1.9676 -1.5325 -0.5295
C -2.1872 1.1012 0.6303
C -3.4057 1.3894 -0.0090
C -4.3729 2.1856 0.5961
C -4.1340 2.7233 1.8636
C -2.9426 2.4372 2.5197
C -1.9659 1.6024 1.9489
P -0.5188 1.3816 3.0624
C -1.3470 0.4147 4.3954
C 0.5764 0.0778 2.3401
H -0.2035 0.1311 -2.5510
H -0.5305 1.7507 -1.8837
H -1.8946 0.7407 -2.4672
H -2.4873 -1.7844 0.4026
H -2.6961 -1.4334 -1.3432
H -1.2524 -2.3355 -0.7557
H -3.6030 0.9740 -1.0036
H -5.3100 2.3906 0.0785
H -4.8771 3.3625 2.3388
H -2.7757 2.8535 3.5162
H -1.9028 -0.4274 3.9652
H -0.5803 0.0421 5.0846
H -2.0346 1.0657 4.9472
H 1.2665 -0.2244 3.1364
H -0.0319 -0.7925 2.0044
H 1.1260 0.6548 1.5216
*
```

---

# 7
C22H33IO11S2 as an isolated structure. Source: OMol25; level of theory: the ωB97M-V functional and the def2-TZVPD basis.

Properties
* gap between HOMO and LUMO: 7.69 eV
* calculated total energy: -75642.9315 eV
* molar mass: 664.53 g mol⁻¹

ORCA input file:
```
! wB97M-V def2-TZVPD RIJCOSX def2/J DEFGRID3
* xyz 0 1
O 3.7042 0.4994 1.7753
C 3.0922 0.1408 0.8075
O 2.0095 -0.6682 0.7872
C 1.9862 -1.1345 -0.5774
C 0.9010 -2.0649 -1.0375
C -0.4936 -1.5294 -1.3177
C -1.2116 -0.9608 -0.0878
S -2.4590 0.2342 -0.6716
C 2.2890 0.1805 -1.2550
S 2.4757 0.2119 -3.0415
I 0.9786 1.8807 -0.7462
O 3.4530 0.4917 -0.4899
H 2.9227 -1.6793 -0.6859
H 1.2789 -2.4637 -1.9687
H 0.8633 -2.9036 -0.3583
H -0.5026 -0.8081 -2.1173
H -1.0773 -2.3740 -1.6391
H -1.7487 -1.7634 0.3918
H -0.5412 -0.5006 0.6193
H -2.7305 0.9591 0.4253
H 1.2528 0.6295 -3.3859
O -4.5479 -2.2892 -0.0277
C -5.4836 -1.7227 0.4466
O -5.3915 -0.4961 1.0129
C -6.6493 -0.1189 1.5938
C -7.6927 -0.9590 0.8680
C -6.9096 -2.2339 0.5597
H -6.6132 -0.3328 2.6641
H -6.7976 0.9490 1.4554
H -8.5963 -1.1201 1.4527
H -7.9785 -0.4698 -0.0641
H -6.9569 -2.9527 1.3787
H -7.2230 -2.7041 -0.3673
O 8.5858 2.9434 5.0226
C 7.9215 2.3833 4.2036
O 6.5952 2.1680 4.3523
C 6.0885 1.3784 3.2539
C 7.0884 1.5863 2.1255
C 8.3959 1.7820 2.8921
H 6.0332 0.3358 3.5743
H 5.0991 1.7182 2.9986
H 7.1076 0.7636 1.4138
H 6.8432 2.4976 1.5782
H 8.8932 0.8347 3.1046
H 9.0804 2.4568 2.3871
O -2.1505 -1.4488 -3.8854
C -1.5898 -2.0477 -4.7500
O -1.0718 -3.2890 -4.5659
C -0.3626 -3.7103 -5.7444
C -0.9407 -2.8755 -6.8794
C -1.2990 -1.5745 -6.1630
H 0.7027 -3.5226 -5.5921
H -0.5141 -4.7772 -5.8868
H -0.2528 -2.7510 -7.7131
H -1.8478 -3.3463 -7.2600
H -0.4588 -0.8791 -6.1318
H -2.1700 -1.0875 -6.5901
O -3.2639 2.0669 2.7194
C -2.2493 2.6251 3.0096
O -2.0136 3.1287 4.2450
C -0.7595 3.8347 4.2608
C 0.0345 3.2647 3.0934
C -1.0725 2.9193 2.0987
H -0.9624 4.9016 4.1446
H -0.2735 3.6725 5.2194
H 0.7839 3.9521 2.7061
H 0.5460 2.3524 3.4037
H -1.3267 3.7654 1.4573
H -0.8219 2.0512 1.4979
*
```